This record from the OMol25 dataset describes a molecular structure, C19H19MnN4O4. The level of theory is ωB97M-V with the def2-TZVPD basis set.

The geometry in ORCA input format:
```
! RIJCOSX wB97M-V def2-TZVPD def2/J DEFGRID3
* xyz 3 4
Mn 0.3932 -1.2743 -0.4367
C 3.3551 -2.3457 -0.6000
O 2.4025 -1.2873 -0.7917
C 2.9252 -0.0233 -0.9610
C 4.2608 0.3072 -1.1307
C 4.6105 1.6482 -1.2736
C 3.6417 2.6524 -1.2713
C 2.3077 2.3343 -1.1255
C 1.9334 0.9920 -0.9555
N 0.6394 0.5568 -0.7500
N -0.2932 1.4303 -0.8013
C -1.5816 1.2502 -0.6383
C -2.1258 -0.0981 -0.4110
O -1.3041 -1.0821 -0.5142
C -3.4778 -0.2419 -0.0736
C -4.3057 0.8570 0.0113
C -3.8581 2.1509 -0.3264
C -4.7531 3.2458 -0.3247
C -4.3374 4.4964 -0.7556
C -3.0119 4.6923 -1.1344
C -2.0911 3.6482 -1.0837
C -2.4931 2.3632 -0.6890
H 4.0815 -2.0679 0.1700
H 3.8673 -2.5733 -1.5405
H 2.8054 -3.2274 -0.2710
H 5.0377 -0.4385 -1.1679
H 5.6520 1.9097 -1.3958
H 3.9392 3.6844 -1.3846
H 1.5419 3.0950 -1.1177
H -3.8513 -1.2316 0.1422
H -5.3326 0.7193 0.3217
H -5.7731 3.0978 0.0052
H -5.0397 5.3167 -0.7918
H -2.6917 5.6671 -1.4741
H -1.0679 3.8219 -1.3808
C 0.4731 -3.9561 4.1134
O 0.6099 -2.7563 3.3362
C 0.5302 -2.7120 2.0585
O 0.7218 -1.6058 1.4851
N 0.2706 -3.8041 1.2973
N 0.1077 -3.6292 -0.1013
H 0.4814 -3.6254 5.1521
H 1.3230 -4.6189 3.9464
H -0.4698 -4.4637 3.9069
H 0.0883 -4.7203 1.6975
H -0.8562 -3.8640 -0.3705
H 0.7142 -4.2883 -0.6015
*
```

Computed properties:
**E_LUMO (spin up / spin down)**: -0.41281 / -0.46137 hartree
**HOMO (spin up / spin down)**: -0.6480 / -0.6503 hartree
**<S²>**: 4.183
**Orbital gap (spin up / spin down)**: 6.3993 / 5.1401 eV
**E_tot**: -65452.467 eV
**Energy relative to the best compared isomer or geometry (same formula, charge and spin)**: 4.4 kcal per mole



This record from the OMol25 dataset describes a molecular structure, C19H19MnNO3S2Te. The level of theory is ωB97M-V with the def2-TZVPD basis set.

The geometry in ORCA input format:
```
! RIJCOSX wB97M-V def2-TZVPD def2/J DEFGRID3
* xyz 0 6
Mn -1.1555 1.3701 -0.3561
N -2.2090 0.9797 1.5699
C -1.9545 1.9678 2.6557
C -1.9957 3.3937 2.1179
C -0.7697 3.6464 1.2556
O 0.2594 4.0520 1.7580
O -0.9112 3.2953 -0.0029
H -3.1965 0.9873 1.3193
H -2.0255 0.0387 1.9032
H -0.9634 1.7602 3.0598
H -2.6765 1.8402 3.4634
H -1.9936 4.0893 2.9550
H -2.9080 3.5395 1.5356
O 0.7399 0.3982 -0.0582
S 1.3754 -0.3437 -1.2252
C 3.0985 0.0487 -1.0886
C 3.9453 -0.3757 -2.1023
C 5.2954 -0.0797 -2.0107
C 5.7751 0.6453 -0.9257
C 4.9070 1.0814 0.0659
C 3.5510 0.7861 -0.0065
C 1.3875 -2.0500 -0.7632
C 1.1250 -2.9838 -1.7496
C 1.1292 -4.3316 -1.4098
C 1.3752 -4.7143 -0.0998
C 1.6187 -3.7578 0.8832
C 1.6279 -2.4133 0.5555
H 3.5587 -0.9299 -2.9500
H 5.9707 -0.4042 -2.7910
H 6.8291 0.8820 -0.8633
H 5.2832 1.6638 0.8965
H 2.8515 1.1422 0.7378
H 0.8971 -2.6664 -2.7601
H 0.9207 -5.0769 -2.1655
H 1.3685 -5.7641 0.1638
H 1.8021 -4.0647 1.9047
H 1.8090 -1.6521 1.3043
Te -2.1870 0.0612 -2.3934
C -4.0034 0.1683 -1.3358
C -4.9115 1.1900 -1.3015
C -6.0088 0.9375 -0.4205
C -5.9100 -0.2671 0.2063
S -4.4998 -1.1002 -0.2947
H -4.7949 2.0944 -1.8828
H -6.8290 1.6251 -0.2650
H -6.5977 -0.7089 0.9107
*
```

Computed properties:
**E_LUMO (spin up / spin down)**: 0.00189 / 0.00195 hartree
**HOMO (spin up / spin down)**: -0.2701 / -0.2788 hartree
**<S²>**: 8.757
**Orbital gap (spin up / spin down)**: 7.4009 / 7.6393 eV
**E_tot**: -87929.033 eV



This record from the OMol25 dataset describes a molecular structure, C19H19N3O2PPt. The level of theory is ωB97M-V with the def2-TZVPD basis set.

The geometry in ORCA input format:
```
! RIJCOSX wB97M-V def2-TZVPD def2/J DEFGRID3
* xyz 1 1
Pt -0.9947 0.0220 -2.0167
N -2.4821 -0.8403 -0.9594
C -2.4847 -0.8526 0.5068
C -3.4390 -1.5529 1.2218
C -3.4383 -1.4459 2.6051
C -2.5091 -0.6354 3.2527
C -1.5579 0.0589 2.5216
C -1.5332 -0.0790 1.1367
P -0.3458 0.6810 0.0290
C 1.0732 -0.4840 0.0048
C 2.0910 -0.2630 -0.9308
C 3.1219 -1.1781 -1.0635
C 3.1473 -2.3200 -0.2694
C 2.1386 -2.5452 0.6563
C 1.0999 -1.6302 0.7935
C 0.3335 2.1665 0.7712
C -0.3115 3.3870 0.5684
C 0.1767 4.5346 1.1707
C 1.3060 4.4634 1.9755
C 1.9514 3.2497 2.1759
C 1.4741 2.0964 1.5715
H -2.6274 -1.7775 -1.3226
H -3.2735 -0.2732 -1.2663
H -4.1900 -2.1490 0.7149
H -4.1832 -1.9805 3.1794
H -2.5297 -0.5454 4.3310
H -0.8345 0.6951 3.0176
H 2.0861 0.6312 -1.5432
H 3.9032 -1.0035 -1.7921
H 3.9620 -3.0275 -0.3643
H 2.1601 -3.4311 1.2782
H 0.3189 -1.8102 1.5236
H -1.1870 3.4419 -0.0692
H -0.3176 5.4834 1.0068
H 1.6900 5.3600 2.4450
H 2.8352 3.1997 2.7983
H 1.9885 1.1569 1.7219
N -0.3815 -2.0499 -3.0611
N 0.5270 -1.5970 -4.0293
C 0.5014 -0.2707 -4.4888
O 1.1248 0.0281 -5.4693
O -0.2452 0.5649 -3.7692
H 0.1232 -2.6325 -2.4034
H -1.1496 -2.5757 -3.4697
H 0.8816 -2.2702 -4.6901
*
```

Computed properties:
**E_LUMO**: -0.14714 hartree
**HOMO**: -0.4342 hartree
**Orbital gap**: 7.8105 eV
**E_tot**: -41106.269 eV
**Energy relative to the best compared isomer or geometry (same formula, charge and spin)**: 24.8 kcal per mole



This record from the OMol25 dataset describes C19H19N3O3 in the gas phase. The level of theory is ωB97M-V with the def2-TZVPD basis set.

The geometry in ORCA input format:
```
! RIJCOSX wB97M-V def2-TZVPD def2/J DEFGRID3
* xyz 0 1
C 4.3428 2.6659 -2.7692
H 3.5648 1.9982 -3.1321
H 5.1986 2.5932 -3.4368
C 4.7479 2.3144 -1.3420
H 5.4881 3.0324 -0.9852
H 3.8784 2.3737 -0.6846
C 5.3525 0.9120 -1.2364
N 4.3941 -0.1165 -1.5684
C 3.8155 -0.8796 -0.6382
O 4.0754 -0.9157 0.5407
N 2.8046 -1.7519 -1.1389
C 2.2460 -1.7972 -2.3691
O 2.5854 -1.1174 -3.3174
C 1.1219 -2.8292 -2.4893
O 0.4998 -3.1471 -1.2708
C -0.3009 -2.2013 -0.6820
C -0.9828 -2.6146 0.4616
C -1.8110 -1.7417 1.1311
C -1.9748 -0.4293 0.6870
C -1.2816 -0.0259 -0.4495
C -0.4544 -0.8972 -1.1349
H 0.0632 -0.5446 -2.0137
H -1.4047 0.9799 -0.8225
C -2.8575 0.5020 1.4006
C -2.4829 1.8326 1.5916
C -3.3090 2.7110 2.2604
C -4.5392 2.2701 2.7505
C -4.9251 0.9418 2.5645
C -4.0881 0.0718 1.8985
H -4.3973 -0.9509 1.7412
H -5.8798 0.6060 2.9422
C -5.3924 3.1662 3.4324
N -6.0859 3.8935 3.9847
H -3.0121 3.7385 2.4116
H -1.5241 2.1726 1.2296
H -2.3195 -2.0724 2.0240
H -0.8450 -3.6277 0.8047
H 1.5659 -3.7655 -2.8441
H 0.4033 -2.4834 -3.2423
H 2.4201 -2.3656 -0.4282
H 4.0303 -0.1573 -2.5145
H 5.6838 0.7225 -0.2130
H 6.2073 0.8229 -1.9136
H 3.9614 3.6832 -2.8125
*
```

Computed properties:
**E_LUMO**: 0.00107 hartree
**HOMO**: -0.3232 hartree
**Orbital gap**: 8.8246 eV
**E_tot**: -30625.445 eV
**Energy relative to the best compared isomer or geometry (same formula, charge and spin)**: 20.8 kcal per mole
**SMILES**: CCCNC(=O)NC(=O)COc1ccc(-c2ccc(C#N)cc2)cc1